Here is 15 unconnected molecules or ions with the total composition C51H88N10O9 from the OMol25 dataset. Energies are from wB97M-V/def2-TZVPD.

The geometry in XYZ format:
```
158
Properties=species:S:1:pos:R:3:mulliken_charge:R:1
C 5.791 -0.153 -5.049 -0.626
C 5.385 -0.420 -6.503 0.658
O 4.742 0.334 -7.143 -0.507
C 5.784 -1.823 -7.019 -1.198
H 6.344 -1.011 -4.666 0.303
H 4.881 -0.022 -4.462 -0.049
H 6.328 0.793 -4.970 0.388
H 5.138 -2.169 -7.826 0.343
H 5.589 -2.553 -6.234 0.357
H 6.821 -1.851 -7.352 0.298
C -4.353 -7.435 -1.834 -0.948
C -4.565 -6.114 -2.517 0.429
O -4.680 -6.139 -3.751 -0.596
C -4.835 -4.902 -1.674 -0.535
H -3.992 -7.314 -0.813 0.218
H -3.548 -7.913 -2.392 0.314
H -5.250 -8.031 -1.668 0.308
H -5.361 -4.171 -2.288 0.386
H -3.863 -4.587 -1.294 0.003
H -5.513 -5.145 -0.856 0.488
C 1.186 0.725 0.497 -0.545
C -0.188 0.360 -0.114 0.519
O -1.239 0.404 0.557 -0.580
C -0.145 0.022 -1.620 0.569
H 1.748 -0.161 0.792 0.403
H 1.012 1.229 1.448 -0.069
H 1.882 1.277 -0.134 0.019
H 0.884 0.047 -1.977 0.085
H -0.684 0.748 -2.229 -0.601
H -0.508 -1.001 -1.718 0.163
C -1.791 -1.225 -4.254 -0.393
C -2.962 -1.613 -5.138 0.432
O -3.003 -1.463 -6.344 -0.619
C -3.974 -2.460 -4.321 -1.356
H -0.978 -0.638 -4.680 0.334
H -1.361 -1.994 -3.612 0.580
H -2.197 -0.526 -3.522 -0.197
H -3.841 -3.533 -4.185 0.458
H -4.814 -2.426 -5.016 0.401
H -4.360 -2.027 -3.398 0.339
C -4.943 -1.689 0.445 -0.537
C -6.366 -1.873 0.448 0.776
O -6.986 -2.170 -0.598 -0.604
C -7.060 -1.558 1.823 -1.132
H -4.393 -2.294 1.167 0.288
H -4.530 -0.682 0.489 0.371
H -4.529 -1.958 -0.527 -0.111
H -7.874 -2.264 1.990 0.339
H -7.485 -0.561 1.707 0.313
H -6.421 -1.586 2.705 0.286
C 5.598 4.927 3.784 -1.077
C 5.581 3.368 3.781 0.785
O 4.639 2.850 3.241 -0.950
N 6.477 2.707 4.445 -0.173
C 6.560 1.211 4.372 -0.869
H 5.482 5.343 2.783 0.255
H 6.599 5.228 4.093 0.447
H 4.910 5.308 4.539 0.280
H 6.994 3.228 5.139 0.241
H 6.735 0.924 5.408 0.390
H 7.441 0.934 3.793 0.346
H 5.708 0.596 4.083 0.160
C 6.010 -1.994 -0.478 -1.317
C 5.071 -2.075 0.797 0.653
O 3.859 -2.391 0.698 -0.639
N 5.643 -1.797 1.998 -0.020
C 4.972 -2.052 3.236 -1.109
H 5.602 -2.148 -1.477 0.362
H 6.840 -2.694 -0.382 0.421
H 6.525 -1.053 -0.669 0.337
H 6.643 -1.656 1.974 0.267
H 4.227 -1.288 3.457 0.285
H 5.607 -1.804 4.087 0.470
H 4.393 -2.966 3.366 0.321
C -3.652 -5.814 3.752 -1.094
C -3.101 -5.564 2.315 0.808
O -3.609 -6.188 1.426 -0.609
N -2.095 -4.727 2.251 -0.032
C -1.415 -4.474 0.979 -1.125
H -3.752 -6.891 3.889 0.356
H -4.639 -5.364 3.859 0.218
H -3.004 -5.389 4.520 0.320
H -1.828 -4.308 3.130 0.217
H -0.327 -4.510 1.022 0.370
H -1.711 -3.512 0.560 0.291
H -1.845 -5.048 0.158 0.334
C -3.158 -3.006 6.362 -0.901
C -2.159 -2.695 5.204 0.721
O -1.468 -3.578 4.715 -0.841
N -2.243 -1.458 4.746 0.206
C -1.491 -1.145 3.516 -0.913
H -2.599 -3.615 7.072 0.340
H -3.923 -3.522 5.781 0.172
H -3.571 -2.065 6.726 0.258
H -2.544 -0.740 5.390 0.109
H -2.180 -0.862 2.721 0.167
H -0.841 -1.958 3.193 0.351
H -0.932 -0.224 3.681 0.292
N -2.434 2.847 -3.383 0.320
C -3.067 2.379 -2.264 -0.730
C -4.050 1.408 -2.480 -0.847
C -3.953 1.339 -3.901 -0.190
C -3.037 2.121 -4.376 -0.872
H -1.614 3.432 -3.458 0.523
H -2.609 2.678 -1.333 0.555
H -4.736 0.867 -1.845 0.539
H -4.543 0.669 -4.508 0.662
H -2.590 2.285 -5.345 0.061
N 0.454 4.394 -3.118 0.121
C 0.707 4.772 -1.857 -0.795
C -0.058 5.931 -1.638 -0.453
C -0.757 6.335 -2.773 -1.010
C -0.456 5.292 -3.641 -0.234
H 0.799 3.623 -3.673 0.471
H 1.475 4.279 -1.279 0.478
H -0.099 6.471 -0.704 0.466
H -1.552 7.062 -2.848 0.391
H -0.682 5.178 -4.690 0.384
N 1.807 3.427 3.482 0.235
C 0.583 3.090 3.981 -1.052
C -0.306 3.624 3.091 0.085
C 0.302 4.369 2.144 -0.947
C 1.637 4.122 2.347 -0.025
H 2.682 3.049 3.816 0.266
H 0.469 2.457 4.850 0.466
H -1.348 3.338 3.114 0.383
H -0.102 4.990 1.358 0.288
H 2.456 4.451 1.724 0.297
N 1.302 2.917 -6.482 0.024
C 0.141 2.467 -5.871 -0.886
C 0.530 1.788 -4.788 0.537
C 1.911 1.945 -4.476 0.122
C 2.354 2.614 -5.637 -1.046
H 1.416 3.462 -7.324 0.219
H -0.808 2.698 -6.332 0.481
H -0.211 1.263 -4.204 -0.127
H 2.440 1.533 -3.629 0.365
H 3.348 2.893 -5.952 0.490
N -3.523 1.143 6.977 0.014
C -3.068 2.297 6.368 -0.723
C -3.593 2.394 5.088 -0.666
C -4.320 1.259 4.858 0.362
C -4.390 0.550 5.998 -1.296
H -3.531 0.897 7.956 0.237
H -2.512 2.966 7.009 0.477
H -3.491 3.068 4.250 0.547
H -4.844 1.010 3.947 0.567
H -5.040 -0.288 6.206 0.463
N 4.638 2.719 0.347 0.465
C 4.387 3.786 -0.481 -0.559
C 4.381 3.238 -1.771 -0.953
C 4.596 1.891 -1.766 0.645
C 4.670 1.569 -0.439 -0.982
H 4.801 2.631 1.340 0.267
H 4.261 4.805 -0.146 0.485
H 4.291 3.791 -2.695 0.502
H 4.625 1.232 -2.621 0.234
H 4.908 0.647 0.070 0.053
```

Results
- energy (Ha) = -3220.6535
- lowest unoccupied orbital energy (eV) = -0.14